1.
{"formula": "C16H33NO4OsP2S", "method": "the ωB97M-V functional and the def2-TZVPD basis", "elements": ["C", "H", "C", "S", "H", "H", "O", "H", "H", "H", "C", "H", "O", "H", "H", "H", "C", "H", "H", "H", "H", "H", "C", "H", "C", "H", "H", "P", "C", "H", "H", "H", "C", "C", "P", "N", "O", "H", "H", "H", "H", "H", "H", "C", "H", "H", "H", "C", "C", "H", "C", "C", "O", "Os", "H", "C", "H", "C"], "coordinates": [[0.91965, 0.67439, 3.05239], [1.90034, -0.58848, -3.36052], [2.72985, -1.00337, 0.54987], [-2.99951, -1.44733, 0.69104], [-1.91486, 1.11916, 2.89835], [-2.17039, 2.39602, 1.69070], [-3.48206, -0.41629, -0.22983], [0.49555, 0.41460, -3.81721], [-1.25989, -0.15022, -0.99259], [-3.31501, -1.62888, 3.06839], [5.10914, -1.44496, 0.57341], [0.28489, -3.20025, -0.76636], [-1.53180, -1.18226, 1.01277], [-1.03579, 3.66722, -3.59552], [0.42423, -0.28600, 3.19745], [1.08695, 3.56584, 2.69242], [3.65768, -2.82320, 1.85558], [-0.76946, 1.89565, -3.38412], [3.50586, -3.64706, 2.52521], [0.56388, 3.85607, 1.03072], [5.79580, -3.09651, 1.78522], [-2.72591, 3.70349, -0.06010], [0.82019, -0.59541, -3.54753], [4.16812, 0.17096, -0.55456], [-1.66318, -1.78102, -2.66637], [0.85781, 1.25089, 3.98217], [-3.49185, 3.28471, -1.69527], [-0.02725, -1.19826, -2.05946], [-1.42073, 2.76380, -3.13685], [0.60992, -1.26888, -4.38882], [-1.32106, 2.77785, 3.20975], [1.97002, 0.48529, 2.82880], [2.55820, -2.11952, 1.44107], [0.77116, -2.77322, -1.65186], [0.10692, 1.57328, 1.69432], [1.69726, -0.27787, 0.13292], [-3.20165, -2.85072, 0.31561], [-2.48000, 2.59372, -3.36062], [6.10229, -1.19910, 0.23528], [-1.96906, -2.67092, -2.09818], [-3.97444, -0.06395, 2.38882], [-1.57637, -2.03616, -3.73331], [-4.84670, -1.62322, 2.16481], [4.06549, -0.68709, 0.12141], [2.05032, 2.96759, 1.35133], [1.52714, -2.34891, 1.75556], [0.65753, -3.46834, -2.49702], [-3.86016, -1.15039, 2.24431], [4.94878, -2.51321, 1.44534], [1.83535, -2.60988, -1.44562], [-1.47780, 2.01098, 2.44080], [-2.73017, 3.00909, -0.92881], [-0.32892, 2.54759, -1.06711], [0.12493, 0.37769, -0.32763], [-2.41483, -0.99738, -2.52381], [-1.42339, 2.93199, -1.63956], [-2.96664, 1.97326, -0.53813], [1.03364, 3.13716, 1.69094]], "forces_ev_per_angstrom": [[-0.1, 0.0, 0.2], [-0.2, 0.1, 0.0], [0.2, 0.4, 0.2], [1.8, -0.1, 0.2], [0.1, 0.1, -0.1], [0.1, -0.1, 0.1], [-0.3, -0.5, 0.1], [0.1, -0.3, 0.2], [-0.7, 0.2, -0.3], [-0.1, 0.2, -0.3], [0.9, 0.2, -0.3], [0.1, 0.1, -0.2], [-1.3, -0.3, 0.1], [0.0, 0.1, -0.4], [0.0, 0.0, 0.0], [-0.1, 0.0, 0.1], [-0.2, -0.5, 0.3], [-0.6, 0.7, 0.1], [0.0, -0.3, 0.3], [-0.1, 0.0, -0.2], [-0.1, 0.1, 0.0], [-0.1, -0.3, -0.6], [0.1, -0.4, -0.5], [0.2, -0.4, 0.3], [0.2, 0.1, -0.2], [0.0, -0.1, -0.1], [0.3, 0.0, 1.0], [0.0, 0.0, -0.7], [-0.6, -0.3, 0.8], [0.1, 0.1, 0.1], [0.0, -0.2, -0.1], [-0.1, 0.0, -0.1], [-0.6, 0.8, -0.4], [0.2, -0.2, -0.2], [0.9, 0.5, 0.5], [4.7, -3.1, 0.8], [-0.1, 1.3, 0.3], [0.4, 0.0, -0.9], [0.2, 0.1, -0.1], [0.0, 0.3, -0.1], [0.2, -0.5, -0.1], [0.0, 0.0, 0.3], [0.2, 0.2, 0.0], [-1.1, 0.2, 0.0], [0.1, -0.1, -0.2], [0.6, 0.0, -0.1], [0.0, 0.2, 0.2], [-0.2, -0.2, -0.1], [-0.3, 0.1, -0.1], [-0.2, -0.1, 0.0], [-0.4, 0.1, 0.1], [-0.4, 0.0, 0.1], [-2.2, 1.3, -0.2], [-4.8, 1.7, 0.2], [0.1, -0.3, -0.1], [2.7, -1.9, 0.3], [0.2, 0.7, -0.4], [0.0, 0.2, 0.3]], "mulliken_charge": [-1.318, 0.312, -0.242, 1.231, 0.227, 0.144, -0.676, 0.212, -0.028, 0.312, -0.492, 0.300, -0.723, 0.340, 0.302, 0.467, -0.670, -0.340, 0.376, 0.345, 0.398, 0.235, -1.337, 0.418, -1.404, 0.487, 0.434, 0.986, -0.551, 0.472, 0.498, 0.322, 0.418, -1.328, 1.198, -0.426, -0.680, 0.386, 0.362, 0.379, 0.252, 0.473, 0.393, -0.467, 0.333, 0.430, 0.498, -1.094, -0.445, 0.338, -1.189, -0.894, -0.680, 0.920, 0.357, 0.740, 0.096, -1.408], "lumo_ev": [0.50, -1.84], "total_charge": 0, "homo_lumo_gap_ev": [6.17, 6.07], "relative_energy_ev": 0.561, "fmax_ev_per_a": 5.67, "spin_multiplicity": 5, "homo_ev": [-5.7, -7.9]}

***

2.
{"formula": "C3H12O2S", "method": "the ωB97M-V functional and the def2-TZVPD basis", "elements": ["H", "C", "H", "H", "S", "O", "H", "H", "H", "H", "C", "H", "C", "H", "O", "H", "H", "H"], "coordinates": [[-0.10221, -2.95659, 3.64144], [-0.24012, 1.03526, 0.72128], [0.95720, 0.10362, -4.28256], [-2.05461, -0.01957, 0.50517], [1.81124, -0.53167, -0.38945], [0.09287, -0.22767, -4.41325], [-2.09612, 1.48961, -0.32619], [-0.14858, 0.38388, -1.41709], [-0.23756, -0.44399, -3.54212], [-2.25663, 1.53225, 1.42763], [-1.75552, 1.02758, 0.60673], [0.15168, 2.01991, 0.98610], [0.50256, 0.69915, -0.59937], [0.10589, 0.35623, 1.50079], [0.83324, -2.97418, 3.48290], [0.92772, 1.63314, -0.97565], [2.54120, 0.24337, 0.45265], [0.96776, -3.37033, 2.62102]], "forces_ev_per_angstrom": [[-0.6, -0.1, 0.0], [0.5, 0.4, -0.4], [1.4, 0.5, 0.3], [-0.3, 0.1, 0.4], [0.3, 0.3, 0.1], [-1.4, -0.5, -0.5], [0.1, 0.2, 0.1], [-0.1, -0.4, 0.3], [0.0, -0.1, 0.2], [0.0, -0.2, 0.2], [0.2, -0.4, -0.7], [-0.3, 0.1, 0.3], [-0.2, 0.6, 0.2], [-0.2, -0.1, 0.0], [0.8, 0.1, 0.2], [0.2, -0.2, -0.1], [-0.2, -0.4, -0.3], [-0.1, 0.0, -0.2]], "mulliken_charge": [0.311, -0.176, 0.316, 0.319, -0.220, -0.633, 0.329, 0.090, 0.326, 0.339, -1.244, 0.306, -0.483, 0.266, -0.634, 0.347, 0.123, 0.318], "lumo_ev": 0.64, "total_charge": 0, "homo_lumo_gap_ev": 9.90, "relative_energy_ev": 0.617, "fmax_ev_per_a": 1.54, "homo_ev": -9.3}